118
Properties=species:S:1:pos:R:3 method="wB97M-V/def2-TZVPD" total_charge=+1 lumo_energy_ev="-3.8160 / -3.8164" spin_multiplicity=3
C 4.4851 -3.5672 1.8420
C 4.0979 -2.1969 2.5099
N 2.8293 -2.2138 3.2951
C 1.7251 -1.6156 2.5970
C 1.8271 -0.2201 2.1545
C 0.7167 0.4183 1.4601
C 0.9644 1.9188 1.0665
C 0.4291 2.7663 2.3069
O 0.1506 2.2789 3.3497
Cl 0.2231 4.5318 2.0090
N -0.4685 -0.2495 1.1818
C -1.5529 0.4627 0.4425
C -1.3357 0.1047 -1.1062
C -0.8122 1.3288 -1.9644
Cl -2.8452 -0.5142 -1.9077
C -0.6311 -1.5795 1.5817
C -1.9799 -2.3374 1.2988
C -2.9799 -1.9605 2.4765
C -3.9218 -3.1184 2.9382
F -3.4060 -4.3835 2.7246
F -4.0365 -2.9994 4.3352
C -5.3687 -3.1038 2.2934
F -5.7501 -1.8809 1.7922
F -5.2972 -3.9561 1.1917
C -6.5130 -3.6954 3.2161
F -6.1121 -4.8187 3.9027
F -7.4969 -4.1527 2.3442
C -7.2267 -2.6373 4.1549
F -7.5169 -3.2707 5.3406
F -6.4561 -1.5587 4.4765
F -8.3898 -2.1719 3.6167
C 0.4300 -2.3149 2.3154
P 0.1080 -4.0739 2.8574
C -0.8830 -4.1679 4.4455
C 1.6666 -5.0791 3.0614
H 4.8726 -4.3399 2.5502
H 5.3389 -3.3429 1.1349
H 3.6389 -3.9096 1.1968
H 4.9215 -1.9564 3.2455
H 4.1573 -1.4067 1.7168
H 2.9938 -1.6755 4.1485
H 2.7848 0.3147 2.3645
H 2.0622 2.0977 0.9403
H 0.3562 2.2548 0.1941
H -2.5689 0.0825 0.6987
H -1.5521 1.5615 0.6331
H -0.5664 -0.7161 -1.1756
H -1.1394 1.2627 -3.0291
H 0.3156 1.3692 -1.9059
H -1.1700 2.2748 -1.4626
H -2.4295 -1.9311 0.3453
H -1.8343 -3.4305 1.1313
H -2.3406 -1.7015 3.3697
H -3.5038 -1.0163 2.1936
H -1.6142 -3.3215 4.4364
H -1.3989 -5.1587 4.4717
H -0.2037 -3.9967 5.3194
H 1.3655 -6.1145 3.4010
H 2.2660 -5.2075 2.1324
H 2.2507 -4.6473 3.9197
C 8.4242 0.9348 2.9729
C 7.4562 1.3060 1.8121
C 8.0244 2.4581 0.9523
C 7.8266 3.8568 1.5230
C 6.3748 4.0668 1.9360
C 5.8935 2.9875 2.9163
N 6.1083 1.6038 2.3856
O 5.2025 1.3892 1.4391
C 6.6237 3.1873 4.2629
C 4.4144 3.2452 3.2632
C 7.4704 0.0543 0.9076
H 8.0173 1.1380 3.9610
H 8.6370 -0.1366 2.9904
H 9.3798 1.4552 2.8884
H 7.5487 2.4382 -0.0349
H 9.0899 2.2947 0.7712
H 8.5029 4.0246 2.3655
H 8.0975 4.5978 0.7662
H 6.2675 5.0584 2.3850
H 5.7465 4.0726 1.0392
H 6.3363 2.4196 4.9850
H 6.3658 4.1558 4.6970
H 7.7092 3.1851 4.1740
H 3.7728 3.2705 2.3793
H 4.2977 4.2106 3.7584
H 4.0321 2.4786 3.9440
H 7.0233 -0.8066 1.4121
H 8.4974 -0.2114 0.6477
H 6.9402 0.2103 -0.0332
C -6.0978 2.6033 -7.7834
C -4.6966 2.2165 -7.2272
C -4.0820 1.0400 -8.0196
C -4.5850 -0.3440 -7.6273
C -4.5192 -0.5285 -6.1157
C -5.2769 0.5777 -5.3678
N -4.8181 1.9447 -5.7631
O -3.6287 2.1475 -5.2064
C -6.7891 0.3985 -5.6303
C -5.1397 0.3469 -3.8527
C -3.8218 3.4476 -7.5482
H -6.9090 2.4260 -7.0811
H -6.1629 3.6725 -7.9972
H -6.3301 2.0714 -8.7083
H -2.9946 1.0430 -7.8817
H -4.2455 1.1883 -9.0903
H -5.6016 -0.5005 -7.9984
H -3.9663 -1.1047 -8.1117
H -4.9281 -1.5091 -5.8538
H -3.4693 -0.5471 -5.8044
H -7.3692 1.1851 -5.1429
H -7.1353 -0.5576 -5.2304
H -7.0494 0.3858 -6.6882
H -4.0978 0.3126 -3.5272
H -5.5887 -0.6069 -3.5639
H -5.6498 1.1326 -3.2883
H -4.1427 4.3230 -6.9788
H -3.8966 3.6970 -8.6092
H -2.7643 3.2763 -7.3410



25
Properties=species:S:1:pos:R:3 method="wB97M-V/def2-TZVPD" total_charge=-4 lumo_energy_ev="10.8960 / 10.8699" spin_multiplicity=4
V -0.1771 -0.4489 -0.1016
O 0.6099 -0.5187 2.0109
C 1.9418 -0.9110 1.9395
C 2.4007 -1.6414 0.6202
O 1.8794 -1.1713 -0.5717
H 2.1525 -1.6530 2.7520
H 2.5674 -0.0197 2.1538
H 2.2921 -2.7377 0.7822
H 3.5053 -1.4590 0.5399
O -1.2821 -1.0263 -2.2648
C -2.0153 -2.1273 -1.9775
C -2.5514 -2.2751 -0.5076
O -1.7212 -2.0068 0.5625
H -1.4438 -3.0850 -2.1739
H -2.9150 -2.3580 -2.6187
H -3.0808 -3.2595 -0.3893
H -3.4054 -1.5439 -0.4650
O -0.4269 4.8608 -1.2941
C -0.1397 4.2808 -0.0849
C 0.4056 2.8198 -0.0025
O -0.2823 1.7056 -0.4909
H -1.0241 4.2957 0.6099
H 0.6729 4.8279 0.4677
H 0.6610 2.6021 1.0594
H 1.3767 2.8499 -0.5557